An isolated molecule of C3H4F2O, computed with wB97M-V/def2-TZVPD.

Values from the calculation:
Multiplicity = 1
Gap between HOMO and LUMO = 10.5 eV
Charge = 0
SMILES string = OCC=C(F)F
M = 94.060 g mol⁻¹
Energy relative to the best compared isomer or geometry (same formula, charge and spin) = 29.28 kcal/mol

Last column: Löwdin charge in e.
Atoms and positions in Å:
1 F 1.083 1.995 0.273  0.126
2 C 1.389 0.778 -0.136  -0.397
3 H 0.746 -1.241 -0.601  0.122
4 H -1.150 0.933 0.501  0.123
5 C -0.945 -0.166 0.402  -0.261
6 H -1.111 -0.503 1.404  0.100
7 F 2.662 0.787 -0.440  0.138
8 H -1.480 -1.640 -0.694  0.123
9 C 0.554 -0.284 -0.051  0.013
10 O -1.748 -0.658 -0.659  -0.086


A structure of composition CF39HfO3P6S, computed with wB97M-V/def2-TZVPD.

Values from the calculation:
Multiplicity = 1
Gap between HOMO and LUMO = 9.9 eV
Charge = -3
M = 1197.331 g mol⁻¹
Energy relative to the best compared isomer or geometry (same formula, charge and spin) = 0.00 kcal/mol

Last column: Löwdin charge in e.
Atoms and positions in Å:
1 F 3.579 0.455 3.253  -0.120
2 F 0.222 -1.344 -2.012  -0.186
3 F -0.893 1.876 -3.749  -0.134
4 P -2.204 1.300 -3.043  0.187
5 F 2.977 -0.190 -3.202  -0.107
6 F -1.251 0.786 -1.729  -0.270
7 P 0.758 3.914 -0.691  0.200
8 O 0.739 -1.870 1.045  -0.456
9 F -1.935 0.715 0.673  -0.229
10 F -2.255 -3.262 0.892  -0.149
11 F -0.116 -2.621 3.578  0.145
12 F -1.427 1.069 3.860  -0.097
13 F -4.008 -3.753 -0.453  -0.178
14 F 1.312 5.428 -0.937  -0.175
15 F 1.068 -4.424 3.749  0.119
16 F -3.108 1.790 -4.303  -0.179
17 O 2.813 -3.198 1.347  -0.284
18 C 1.068 -3.159 3.320  -0.663
19 F 2.129 -2.282 -3.116  -0.083
20 F -0.995 -0.387 2.209  -0.217
21 P 3.084 0.899 1.807  0.212
22 F -2.447 2.687 -2.291  -0.137
23 F -1.994 -0.139 -3.726  -0.144
24 F -0.163 4.043 -1.979  -0.125
25 P -2.780 -2.690 -0.519  0.201
26 F 3.554 -0.488 1.206  -0.107
27 F 1.656 3.784 0.602  -0.132
28 F 0.146 2.315 -0.410  -0.289
29 F -0.473 4.439 0.226  -0.149
30 O 0.694 -4.296 0.942  -0.270
31 F 4.358 1.716 1.364  -0.091
32 F 2.162 -1.015 -1.135  -0.219
33 F 2.441 2.210 2.504  -0.144
34 F 1.931 3.252 -1.568  -0.137
35 F 0.847 -0.562 -4.054  -0.074
36 F -3.499 0.698 -2.271  -0.156
37 F -0.463 1.804 1.795  -0.182
38 F -2.562 2.451 2.287  -0.075
39 P -1.817 1.069 2.323  0.218
40 F 1.211 0.632 -2.106  -0.213
41 F -3.178 0.302 2.558  -0.094
42 F 1.533 0.244 2.107  -0.257
43 F -1.425 -1.653 -0.485  -0.269
44 F -3.632 -1.553 0.255  -0.152
45 P 1.612 -0.849 -2.713  0.197
46 F -1.900 -3.703 -1.372  -0.129
47 Hf 0.234 0.030 0.050  2.271
48 F 2.022 -2.511 3.977  0.139
49 S 1.379 -3.143 1.469  0.551
50 F -3.337 -2.063 -1.896  -0.144
51 F 2.331 1.243 0.362  -0.222


An isolated molecule of C5H10O, computed with wB97M-V/def2-TZVPD.

Values from the calculation:
Multiplicity = 1
Gap between HOMO and LUMO = 10.7 eV
Charge = 0
SMILES string = CC[C@H](C)C=O
M = 86.134 g mol⁻¹
Energy relative to the best compared isomer or geometry (same formula, charge and spin) = 9.46 kcal/mol

Last column: Löwdin charge in e.
Atoms and positions in Å:
1 H -1.523 -0.822 -1.524  0.078
2 H 1.147 -0.274 -2.141  0.074
3 H 1.302 0.978 0.652  0.108
4 H -2.051 0.617 -0.623  0.082
5 H 0.284 -0.325 2.383  0.130
6 C -0.556 -0.024 1.715  -0.264
7 H 0.109 -1.397 0.241  0.140
8 O -1.482 0.627 2.133  0.062
9 C -0.345 -0.395 0.268  -0.356
10 C -1.653 -0.397 -0.523  -0.064
11 H 2.272 -0.717 -0.843  0.076
12 H 2.370 0.886 -1.585  0.072
13 C 1.676 0.103 -1.260  -0.106
14 C 0.710 0.635 -0.211  -0.232
15 H -2.414 -0.991 -0.004  0.083
16 H 0.177 1.524 -0.570  0.119


An isolated molecule of C4H8N2O, computed with wB97M-V/def2-TZVPD.

Values from the calculation:
Multiplicity = 1
Gap between HOMO and LUMO = 9.6 eV
Charge = 0
SMILES string = CC1=NCCN1O
M = 100.121 g mol⁻¹
Energy relative to the best compared isomer or geometry (same formula, charge and spin) = 125.04 kcal/mol

Last column: Löwdin charge in e.
Atoms and positions in Å:
1 H 2.012 -2.162 -0.112  0.168
2 H -2.431 -0.357 0.720  0.046
3 N -0.779 -1.294 -0.064  0.105
4 C -1.859 -0.315 -0.085  -0.158
5 H -2.363 -0.617 -0.987  0.110
6 C 0.287 -0.664 -0.246  -0.500
7 H -0.877 1.307 1.153  0.149
8 H 2.247 -0.583 -0.776  0.055
9 C -1.160 1.140 0.017  -0.051
10 C 1.652 -0.963 -0.027  -0.041
11 H 1.261 1.154 0.945  0.186
12 H -1.524 1.910 -0.705  0.125
13 H 2.068 -0.565 0.838  0.056
14 O 1.338 1.363 -0.152  -0.083
15 N 0.129 0.648 -0.519  -0.166


A structure of composition C20H19BCl3F4N6O3Pb, computed with wB97M-V/def2-TZVPD.

Values from the calculation:
Multiplicity = 1
Gap between HOMO and LUMO (spin up / spin down) = 5.2 / 6.1 eV
Charge = +1
M = 791.774 g mol⁻¹

Last column: Löwdin charge in e.
Atoms and positions in Å:
1 H -7.042 8.865 14.206  0.097
2 C -6.896 1.168 14.854  -0.573
3 H -4.987 3.165 13.764  0.100
4 H -7.153 7.379 12.308  0.117
5 N -7.490 2.217 15.113  0.094
6 F -4.219 5.533 17.608  0.042
7 N -6.739 7.466 17.256  0.145
8 H -5.142 3.714 11.348  0.124
9 H -7.797 8.756 15.875  0.081
10 H -4.676 7.502 22.725  0.115
11 H -2.633 2.039 19.543  0.100
12 H -3.780 9.751 22.218  0.109
13 H -4.228 -0.632 16.521  0.076
14 C -5.757 7.824 19.475  -0.107
15 H -6.012 6.361 20.987  0.100
16 H -2.995 -0.007 17.669  0.105
17 Cl -8.500 0.835 12.666  0.622
18 H -5.339 9.539 18.234  0.099
19 C -4.709 1.867 18.865  -0.241
20 C -4.340 9.224 21.459  -0.060
21 F -2.348 5.441 16.164  0.140
22 C -5.195 9.106 19.202  -0.009
23 C -4.525 9.812 20.205  -0.058
24 H -8.634 8.161 14.395  0.096
25 C -4.870 1.022 17.703  -0.192
26 N -5.961 4.915 14.346  0.014
27 H -5.741 4.613 19.622  0.071
28 C -6.115 5.616 11.652  -0.023
29 C -4.833 7.958 21.753  -0.052
30 F -4.053 3.779 16.057  -0.044
31 H -4.299 -0.966 18.306  0.109
32 O -5.847 0.630 15.697  -0.100
33 C -7.083 0.266 13.612  -1.490
34 N -6.846 6.448 16.362  -0.006
35 O -5.305 3.750 19.951  -0.034
36 H -6.116 5.829 10.599  0.119
37 Cl -5.590 0.402 12.662  0.673
38 O -6.756 5.721 18.859  -0.082
39 C -4.047 -0.253 17.512  0.041
40 B -3.241 4.684 16.924  -1.081
41 C -5.555 4.412 12.090  -0.022
42 C -5.468 4.086 13.424  -0.126
43 Cl -7.443 -1.373 14.207  0.671
44 C -7.673 8.284 14.886  -0.004
45 C -6.539 6.062 13.991  -0.196
46 C -7.053 6.909 15.086  -0.154
47 C -6.481 6.902 18.494  -0.353
48 H -4.149 10.822 20.045  0.112
49 H -3.897 2.320 20.765  0.084
50 F -2.584 3.867 17.897  0.096
51 N -5.742 1.421 16.804  -0.056
52 H -3.494 0.636 20.199  0.083
53 C -6.637 6.473 12.600  0.041
54 C -3.608 1.682 19.923  0.017
55 Pb -6.581 3.747 16.634  1.623
56 C -5.552 7.295 20.774  -0.016
57 N -5.565 2.857 18.960  -0.036


An isolated molecule of CH6N4OS, computed with wB97M-V/def2-TZVPD.

Values from the calculation:
Multiplicity = 1
Gap between HOMO and LUMO = 10.0 eV
Charge = 0
SMILES string = N=[SH](=N)NC(N)=O
M = 122.153 g mol⁻¹
Energy relative to the best compared isomer or geometry (same formula, charge and spin) = 20.87 kcal/mol

Last column: Löwdin charge in e.
Atoms and positions in Å:
1 S -1.312 0.516 0.610  0.766
2 O 1.198 1.231 -0.213  0.003
3 H 2.849 -0.108 -1.139  0.101
4 C 1.215 0.019 -0.275  -0.669
5 H 1.861 -1.575 -1.175  0.095
6 N 0.056 -0.628 0.217  -0.073
7 N -1.789 1.246 -0.701  -0.222
8 H -2.199 -0.966 1.888  -0.010
9 H -0.676 1.264 1.510  0.058
10 H -1.025 1.711 -1.089  -0.046
11 H 0.000 -1.602 -0.079  0.103
12 N -2.421 -0.334 1.164  -0.271
13 N 2.244 -0.773 -0.717  0.166


The ion C5H10NO with charge +1, computed with wB97M-V/def2-TZVPD.

Values from the calculation:
Multiplicity = 1
Gap between HOMO and LUMO = 8.8 eV
Charge = +1
SMILES string = [NH3+]/C=C/CCC=O
M = 100.141 g mol⁻¹
Energy relative to the best compared isomer or geometry (same formula, charge and spin) = 75.42 kcal/mol

Last column: Löwdin charge in e.
Atoms and positions in Å:
1 H 1.165 2.070 0.791  0.160
2 H -3.011 0.844 -0.795  0.127
3 C -1.727 -0.904 -0.718  -0.132
4 H -0.700 -1.095 1.075  0.119
5 C -0.460 -1.284 0.042  -0.175
6 H -0.174 -2.340 -0.042  0.138
7 H -2.504 -1.330 -0.052  0.141
8 N 1.953 1.421 0.683  0.192
9 C -1.968 0.570 -0.723  -0.224
10 C 0.757 -0.460 -0.256  -0.084
11 C 1.628 -0.072 0.685  -0.063
12 H -1.892 -1.268 -1.731  0.134
13 H 2.422 1.718 -0.184  0.174
14 H 0.994 -0.370 -1.343  0.156
15 H 2.596 1.621 1.450  0.163
16 H 2.101 -0.562 1.528  0.127
17 O -1.180 1.440 -0.410  0.048


Question: What is the formula in the fourth record?
Answer: C4H8N2O


Question: Look up the charge of the second one.
Answer: -3


Question: Number 5 is which compound?
Answer: C20H19BCl3F4N6O3Pb